No. 1
A cluster of 2 separate species, C2H10NS2 in total in a non-equilibrium geometry. Source: the Open Molecules 2025 dataset; level of theory: the ωB97M-V functional and the def2-TZVPD basis.

The molar mass is 112.2 g mol⁻¹. Its spin multiplicity is 1. The net charge is +1. Its energy above the lowest of the compared OMol25 structures with the same formula, charge and spin is 18.5 kcal per mole.

Last column: Löwdin charge in e.
Geometry (Å):
C  -0.433  -2.323  0.828  0.01
N  -0.226  -3.357  1.897  0.15
H  -0.244  -2.786  -0.131  0.11
H  -1.416  -1.895  0.923  0.11
H  0.342  -1.589  0.974  0.10
H  -1.055  -3.933  2.037  0.17
H  0.026  -2.957  2.810  0.18
H  0.541  -3.999  1.628  0.18
C  -0.009  4.161  -1.446  -0.49
S  0.084  2.881  -2.697  0.35
S  0.555  1.212  -1.736  0.22
H  -0.857  4.042  -0.776  0.03
H  -0.078  5.112  -1.973  0.04
H  0.878  4.217  -0.811  0.04
H  1.891  1.214  -1.528  -0.19

No. 2
A cluster of 2 separate species, C4H7NO2S in total in a non-equilibrium geometry. Source: the Open Molecules 2025 dataset; level of theory: the ωB97M-V functional and the def2-TZVPD basis.

The molar mass is 133.2 g mol⁻¹. Its spin multiplicity is 1. The net charge is 0. Its energy above the lowest of the compared OMol25 structures with the same formula, charge and spin is 84.0 kcal per mole.

Last column: Löwdin charge in e.
Geometry (Å):
C  -0.587  0.914  0.316  -0.13
C  0.333  0.660  -0.857  -0.19
C  -1.423  -0.025  0.653  -0.07
C  1.287  -0.768  -2.448  -0.11
N  0.391  -0.451  -1.387  -0.02
O  0.718  -0.403  3.118  -0.43
O  -1.368  0.479  4.117  -0.43
S  -0.723  -0.581  3.362  0.89
H  -0.685  1.928  0.853  0.14
H  0.948  1.489  -1.072  0.10
H  -2.003  0.119  1.476  -0.01
H  -1.307  -0.876  0.059  0.06
H  0.689  -0.513  -3.302  0.08
H  2.125  -0.166  -2.483  0.05
H  1.604  -1.807  -2.406  0.08

> Number 2 is which compound?

C4H7NO2S

> Which of these has the lowest molar mass?

C2H10NS2

> Look up the molar mass of the first one.

112.2 g mol⁻¹